Molecular formula: C24H27GaN4S
Method: DFT, the ωB97M-V functional and the def2-TZVPD basis

The geometry in XYZ format:
```
57
Properties=species:S:1:pos:R:3:forces:R:3
Ga 0.36230 -0.40501 -0.76138 0.71 -0.07 0.33
C -3.74921 3.55796 -1.11509 -0.01 -0.02 0.02
C -3.59548 2.27954 -0.59641 -0.13 0.01 0.05
C -2.38086 1.63046 -0.71580 0.41 -0.05 -0.08
C -1.31641 2.26573 -1.35697 -0.67 0.34 0.09
C -1.47420 3.54691 -1.89495 0.23 -0.24 0.04
C -2.69191 4.18458 -1.76761 -0.01 -0.01 0.01
N -0.09540 1.56526 -1.41063 0.47 -0.69 0.00
N 0.89776 2.11665 -1.92226 -0.70 0.50 0.07
C 2.10053 1.41353 -1.91748 0.82 -0.41 0.01
C 3.21579 2.05524 -2.45340 -0.32 0.02 0.05
C 4.43838 1.40206 -2.42107 0.08 -0.05 0.02
C 4.53104 0.12296 -1.89122 0.01 -0.03 0.02
C 3.40390 -0.52336 -1.37478 0.00 -0.01 0.00
C 2.18692 0.12718 -1.37399 -1.03 -0.16 0.28
H -4.69834 4.06674 -1.01540 0.00 -0.01 -0.02
H -4.42663 1.78865 -0.10861 0.00 0.00 0.00
H -2.23798 0.62344 -0.33149 -0.13 -0.01 -0.01
H -0.64250 4.01118 -2.40311 -0.01 0.08 -0.02
H -2.82120 5.17564 -2.18007 0.00 0.00 0.00
H 3.10116 3.04111 -2.88474 0.05 0.02 0.03
H 5.32169 1.89072 -2.80829 -0.01 -0.02 -0.05
H 5.48469 -0.38832 -1.88297 0.01 0.02 -0.01
H 3.49147 -1.53164 -0.98905 0.05 0.00 -0.01
S -0.69435 -2.25606 -0.12440 0.13 0.63 0.19
C -1.31619 -3.31936 -1.41268 0.10 0.17 -0.13
C -1.48950 -2.92276 -2.72913 -0.01 -0.07 0.06
C -2.08698 -3.80356 -3.61905 0.00 0.04 -0.05
C -2.51631 -5.04916 -3.18730 0.00 -0.08 0.01
C -2.30918 -5.44342 -1.87298 -0.01 0.02 -0.02
C -1.69730 -4.58252 -0.97597 -0.02 0.09 -0.05
H -1.17182 -1.93920 -3.05257 -0.04 0.02 -0.07
H -2.22714 -3.51432 -4.65181 -0.01 0.04 0.01
H -3.01389 -5.71836 -3.87556 0.05 0.00 -0.03
H -2.62969 -6.42142 -1.54079 0.01 0.00 0.00
H -1.53052 -4.87737 0.05199 -0.04 -0.03 -0.01
C 1.74249 -0.68105 3.71488 0.21 -0.24 -0.21
C 1.51082 -0.84315 2.19502 -0.02 0.01 0.01
N 0.48989 0.11202 1.71697 -0.06 -0.03 -0.48
C -0.78657 -0.10340 2.43331 0.07 0.03 -0.03
C -0.58748 0.03645 3.95948 -0.35 -0.08 -0.17
N 0.83925 0.40563 4.20463 0.03 0.03 0.16
C 1.15925 1.69178 3.51175 0.07 0.30 -0.25
C 0.95065 1.48374 1.99178 0.05 0.04 -0.14
H 2.76912 -0.40099 3.94317 -0.04 0.08 0.05
H 1.51026 -1.59571 4.25674 -0.08 0.07 0.08
H 1.17627 -1.85019 1.95803 -0.03 -0.05 0.03
H 2.43392 -0.66079 1.64436 -0.02 0.02 0.01
H -1.16177 -1.09053 2.19305 -0.04 -0.12 -0.05
H -1.50954 0.62481 2.06734 0.03 0.01 0.02
H -0.79581 -0.89876 4.47557 0.12 0.02 0.07
H -1.22417 0.81021 4.38402 0.10 0.05 0.05
H 0.98089 0.52472 5.20797 0.01 0.01 0.00
H 2.18700 1.96197 3.74572 0.00 -0.08 0.07
H 0.50470 2.46602 3.90712 -0.03 -0.07 0.08
H 1.88026 1.65522 1.44895 0.01 -0.03 0.01
H 0.20795 2.18234 1.60719 -0.01 0.00 0.03
```
Positions in Å, forces in eV/Å.

Properties
Frontier orbital gap: 6.3214 eV
Net charge: +2
2S+1: 1
Calculated total energy: -3472.1951 Ha


Molecular formula: C29H41N5OS3Y
Method: DFT, the ωB97M-V functional and the def2-TZVPD basis

The geometry in XYZ format:
```
80
Properties=species:S:1:pos:R:3:forces:R:3
Y -0.62307 -0.25381 0.08122 0.20 -0.47 0.34
C -1.77261 1.12137 2.91269 -0.01 0.00 0.05
N -1.18151 1.61686 1.66741 0.18 0.08 -0.05
C 0.04778 2.38325 1.97072 -0.04 0.06 0.02
C -2.06930 2.41936 0.84398 -0.15 0.08 -0.12
C -3.19937 3.03800 1.35501 0.11 -0.03 0.00
C -4.08050 3.70249 0.51094 -0.02 0.01 0.03
C -3.82851 3.72244 -0.85005 -0.03 0.02 -0.01
C -2.70100 3.10574 -1.37159 -0.01 0.03 0.07
C -1.78164 2.45934 -0.54006 0.01 -0.02 0.02
N -0.69329 1.69873 -0.97466 -0.11 0.34 -0.01
C 0.05347 2.02547 -2.09373 0.14 -0.05 -0.08
C -0.00211 3.23364 -2.80421 -0.02 -0.08 -0.02
C 0.77943 3.43650 -3.92920 -0.02 0.04 0.00
C 1.65386 2.46041 -4.37831 0.04 -0.02 -0.03
C 1.78644 1.29412 -3.64086 -0.03 -0.03 0.04
C 1.01602 1.08348 -2.50936 -0.09 0.09 -0.06
N 1.28103 -0.04619 -1.61613 -0.01 -0.07 -0.03
C 2.49612 0.29739 -0.84545 0.03 0.02 0.01
C 1.53438 -1.31304 -2.33084 0.02 -0.03 0.03
H -1.98905 1.92420 3.62420 0.00 0.01 -0.01
H -1.05900 0.44276 3.38032 0.00 0.00 0.00
H -2.69367 0.57659 2.70567 0.00 0.00 0.00
H -0.18905 3.24626 2.60023 -0.01 -0.01 0.00
H 0.48852 2.73560 1.03987 0.01 0.00 0.01
H 0.75479 1.73764 2.48800 0.01 0.00 0.01
H -3.40465 2.99769 2.41592 -0.03 0.01 0.00
H -4.95863 4.18402 0.91760 -0.01 0.00 0.00
H -4.52489 4.20874 -1.52053 0.00 0.00 -0.01
H -2.55457 3.08861 -2.44184 0.01 -0.01 -0.01
H -0.65482 4.02501 -2.46898 -0.01 0.00 0.01
H 0.70112 4.37624 -4.46033 0.00 0.00 0.00
H 2.24827 2.61527 -5.26755 0.00 0.00 0.00
H 2.51228 0.55063 -3.94532 0.01 0.01 -0.01
H 3.31894 0.54921 -1.52094 -0.01 0.00 0.00
H 2.79906 -0.55606 -0.24059 0.00 0.01 0.01
H 2.29561 1.15496 -0.20229 0.00 0.01 0.00
H 2.48942 -1.29801 -2.86278 0.00 0.01 0.01
H 0.73799 -1.50881 -3.04197 0.01 0.00 0.00
H 1.57001 -2.13057 -1.60687 -0.01 0.00 -0.01
S -1.45987 -2.75920 1.27160 0.07 -0.02 -0.14
C -1.68161 -2.99758 -0.41798 -0.09 -0.08 0.06
N -1.42481 -2.06131 -1.31068 0.05 -0.04 0.03
C -1.78995 -2.44752 -2.59414 0.01 -0.03 -0.05
C -1.71439 -1.64645 -3.73327 0.00 -0.05 0.03
C -2.11354 -2.18290 -4.94291 0.00 0.01 0.02
C -2.58480 -3.49511 -5.02391 0.00 0.00 -0.05
C -2.67963 -4.29060 -3.89750 -0.04 -0.03 0.01
C -2.28622 -3.75387 -2.67779 -0.02 0.11 -0.07
S -2.34357 -4.45941 -1.08841 0.08 0.04 -0.01
H -1.35144 -0.62678 -3.66163 0.00 0.01 0.00
H -2.06357 -1.57883 -5.83861 0.00 0.01 0.00
H -2.89137 -3.89318 -5.98138 0.00 0.00 -0.01
H -3.06337 -5.29911 -3.96890 0.01 -0.01 0.03
N -3.14047 -0.19842 -0.05164 -0.08 0.03 0.01
H -3.39701 -0.26960 -1.03279 -0.02 0.00 0.02
H -3.63716 0.60809 0.31807 -0.02 -0.02 0.01
H -3.49007 -1.03340 0.41289 -0.04 0.02 -0.03
C 5.34646 -0.90086 1.85051 0.01 -0.02 -0.01
C 4.33690 0.11294 2.37064 -0.03 0.06 -0.01
C 3.19261 -0.52425 3.14993 -0.03 -0.08 0.01
S 2.13234 -1.53452 2.08071 -0.02 -0.03 0.31
O 1.00127 -0.57378 1.70519 -0.07 0.07 -0.19
C 1.43932 -2.74000 3.24188 0.00 -0.01 -0.03
C 0.39894 -2.23839 4.23291 0.00 0.07 -0.09
C 0.93938 -1.46814 5.42880 -0.03 0.03 0.07
H 6.15987 -0.40902 1.31960 -0.01 0.02 0.00
H 4.88488 -1.60953 1.16004 0.01 -0.01 -0.01
H 5.78331 -1.47201 2.67122 0.01 0.00 0.01
H 3.93354 0.71364 1.55185 -0.01 -0.01 -0.01
H 4.82480 0.82081 3.04381 0.02 -0.02 0.00
H 2.52894 0.22145 3.58641 -0.02 -0.01 -0.01
H 3.56581 -1.16606 3.95016 0.02 -0.03 -0.04
H 2.30979 -3.18772 3.72932 0.02 0.01 -0.02
H 0.99533 -3.49124 2.58826 0.02 0.02 -0.04
H -0.14132 -3.12243 4.57676 0.02 -0.01 0.01
H -0.33436 -1.64097 3.68647 -0.01 -0.02 0.03
H 1.75418 -2.00437 5.91849 0.01 -0.02 -0.01
H 0.15308 -1.32722 6.16970 0.00 0.01 0.00
H 1.30452 -0.47864 5.15695 -0.01 0.01 0.00
```
Positions in Å, forces in eV/Å.

Properties
Frontier orbital gap: 7.8150 eV
Net charge: +1
2S+1: 1
Calculated total energy: -2711.5805 Ha
Energy relative to the best compared isomer or geometry (same formula, charge and spin): 17.8 kJ/mol


| no. | E_HOMO (hartree) | lowest unoccupied orbital energy (eV) |
| --- | --- | --- |
| 1 | -0.4892 | -6.99 |
| 2 | -0.3522 | -1.77 |